[1]
Formula: C4H12S
Source: the OMol25 dataset
Level of theory: the ωB97M-V functional and the def2-TZVPD basis

Element x y z (Å)
1 C 0.454 -0.400 -1.880
2 C -0.579 -1.292 -1.171
3 S 1.531 0.342 -0.575
4 H 1.051 -0.950 -2.577
5 H -0.194 0.270 -2.458
6 H -0.184 -2.291 -0.974
7 H 2.581 -0.002 -1.296
8 H -1.483 -1.525 -1.770
9 H -1.079 -0.904 -0.294
10 C -1.050 -0.112 2.206
11 C -1.689 1.208 1.863
12 H -0.188 -0.316 1.627
13 H -0.695 -0.085 3.242
14 H -1.710 -1.003 2.256
15 H -1.837 1.371 0.820
16 H -2.681 1.216 2.371
17 H -1.168 2.034 2.380

Properties
2S+1: 1
LUMO (eV): 0.87
Kohn-Sham gap (eV): 9.97
M (g/mol): 92.21
ΔE to the lowest compared entry with this formula, charge and spin (kcal per mole): 14.0

These are the Mulliken partial charges, in e, on atoms 1 to 2: -0.402, -0.973

***

[2]
Formula: C14H17BF6N6OV
Source: the OMol25 dataset
Level of theory: the ωB97M-V functional and the def2-TZVPD basis

Element x y z (Å)
1 H -1.607 -1.152 -2.596
2 N -1.360 0.565 -1.377
3 B -1.202 2.896 -0.451
4 N -1.800 1.896 -1.462
5 C -2.569 2.024 -2.548
6 V -0.198 0.035 -0.029
7 H -2.994 2.993 -2.778
8 C -2.636 0.782 -3.206
9 H -3.143 0.572 -4.130
10 C -1.868 -0.108 -2.457
11 H -1.642 3.994 -0.611
12 C 3.248 -0.783 1.616
13 H 3.395 -1.561 2.369
14 H 2.176 -0.713 1.299
15 H 3.557 0.152 2.107
16 N 0.336 2.782 -0.603
17 N -1.448 2.370 0.975
18 N 0.995 1.556 -0.440
19 N -0.987 1.098 1.358
20 C 1.222 3.741 -0.891
21 C -1.953 2.990 2.039
22 H 0.842 4.739 -1.051
23 H -2.325 4.001 1.902
24 C 2.493 3.165 -0.939
25 C -1.868 2.148 3.151
26 C 2.318 1.806 -0.648
27 C -1.254 0.962 2.697
28 H 3.395 3.701 -1.185
29 H -2.204 2.390 4.144
30 H 3.056 1.015 -0.611
31 H -0.993 0.039 3.204
32 H 3.857 -0.994 0.722
33 C 1.710 -3.513 -0.144
34 C 0.262 -3.086 0.012
35 O 0.088 -1.705 0.025
36 C -0.633 -3.650 -1.161
37 F -0.607 -5.006 -1.240
38 F -1.932 -3.266 -1.045
39 F -0.186 -3.165 -2.364
40 C -0.326 -3.616 1.392
41 F -0.065 -4.941 1.574
42 F 0.269 -2.926 2.419
43 F -1.663 -3.415 1.513
44 H 2.234 -2.862 -0.852
45 H 1.779 -4.540 -0.512
46 H 2.233 -3.409 0.811

Properties
Expectation value of S²: 0.76
Charge: +2
2S+1: 2
LUMO (alpha / beta) (eV): -10.00 / -9.34
Kohn-Sham gap (alpha / beta) (eV): 6.48 / 7.13
M (g/mol): 461.07

These are the Mulliken partial charges, in e, on atoms 1 to 2: 0.486, 0.181

***

[3]
Formula: C38H30MgN2O2P2S3SbSe
Source: the OMol25 dataset
Level of theory: the ωB97M-V functional and the def2-TZVPD basis

Element x y z (Å)
1 Mg 0.306 0.186 0.021
2 O 2.858 -2.684 0.816
3 C 2.394 -1.681 1.354
4 O 1.958 -0.631 0.778
5 C 2.341 -1.649 2.890
6 C 3.218 -2.512 3.547
7 C 3.281 -2.556 4.928
8 C 2.447 -1.735 5.677
9 C 1.560 -0.891 5.032
10 C 1.485 -0.835 3.640
11 P 0.289 0.342 2.857
12 C -1.250 0.193 3.814
13 C -2.216 1.169 3.549
14 C -3.507 1.026 4.024
15 C -3.863 -0.100 4.755
16 C -2.920 -1.086 4.996
17 C -1.624 -0.945 4.519
18 C 1.051 1.897 3.468
19 C 0.547 2.689 4.491
20 C 1.191 3.865 4.853
21 C 2.350 4.255 4.200
22 C 2.866 3.461 3.183
23 C 2.220 2.294 2.818
24 H 3.845 -3.144 2.933
25 H 3.977 -3.225 5.419
26 H 2.487 -1.749 6.760
27 H 0.910 -0.252 5.619
28 H -1.970 2.030 2.935
29 H -4.245 1.781 3.784
30 H -4.881 -0.224 5.102
31 H -3.196 -1.987 5.530
32 H -0.911 -1.744 4.683
33 H -0.358 2.396 5.010
34 H 0.778 4.480 5.644
35 H 2.842 5.181 4.471
36 H 3.761 3.763 2.654
37 H 2.609 1.691 2.004
38 N 0.849 -2.846 -1.343
39 C 1.001 -2.743 -2.705
40 C 1.739 -3.747 -3.361
41 C 1.775 -3.817 -4.734
42 C 1.072 -2.893 -5.505
43 C 0.409 -1.867 -4.861
44 C 0.391 -1.737 -3.471
45 P -0.235 -0.154 -2.729
46 C -1.988 -0.238 -3.225
47 C -2.748 0.867 -3.601
48 C -4.115 0.743 -3.805
49 C -4.738 -0.480 -3.614
50 C -3.994 -1.581 -3.213
51 C -2.628 -1.462 -3.024
52 C 0.670 0.983 -3.836
53 C 1.962 1.317 -3.442
54 C 2.733 2.174 -4.211
55 C 2.218 2.714 -5.381
56 C 0.932 2.382 -5.783
57 C 0.163 1.521 -5.014
58 H 1.650 -3.150 -0.803
59 H 0.344 -2.109 -0.879
60 H 2.252 -4.486 -2.757
61 H 2.344 -4.607 -5.212
62 H 1.067 -2.958 -6.586
63 H -0.095 -1.114 -5.456
64 H -2.294 1.844 -3.683
65 H -4.688 1.628 -4.047
66 H -5.811 -0.568 -3.740
67 H -4.476 -2.531 -3.017
68 H -2.062 -2.326 -2.692
69 H 2.366 0.918 -2.518
70 H 3.731 2.434 -3.882
71 H 2.814 3.399 -5.973
72 H 0.518 2.803 -6.691
73 H -0.839 1.273 -5.337
74 S -4.261 4.209 -2.114
75 Sb -3.071 3.047 -0.520
76 S 0.535 2.588 -0.125
77 S -0.858 2.922 -1.663
78 Se -3.621 -2.778 0.986
79 C -2.263 -1.674 0.542
80 N -1.380 -0.968 0.265

Properties
Expectation value of S²: 0.76
Charge: -2
2S+1: 2
LUMO (alpha / beta) (eV): 4.10 / 4.10
Kohn-Sham gap (alpha / beta) (eV): 4.52 / 5.89
M (g/mol): 929.84
ΔE to the lowest compared entry with this formula, charge and spin (kcal per mole): 13.6

These are the Mulliken partial charges, in e, on atoms 1 to 2: 1.510, -0.882

***

[4]
Formula: C27H61F6N3OP2
Source: the OMol25 dataset
Level of theory: the ωB97M-V functional and the def2-TZVPD basis

Element x y z (Å)
1 C 2.052 5.682 1.739
2 N 3.203 5.059 2.464
3 C 2.847 3.720 3.020
4 C 4.316 4.943 1.472
5 C 3.525 6.022 3.589
6 C 4.623 5.659 4.545
7 O 5.859 5.596 3.867
8 H 1.263 6.091 2.365
9 H 1.596 4.980 1.041
10 H 2.499 6.493 1.167
11 H 2.579 3.069 2.192
12 H 2.097 3.865 3.793
13 H 3.750 3.357 3.507
14 H 4.755 5.928 1.339
15 H 3.940 4.549 0.533
16 H 5.102 4.327 1.891
17 H 2.598 6.208 4.133
18 H 3.731 6.968 3.085
19 H 4.361 4.764 5.122
20 H 4.670 6.458 5.294
21 H 6.582 5.609 4.502
22 C -0.510 -0.603 -3.939
23 C -0.320 0.612 -4.818
24 N -1.482 1.495 -4.713
25 C -2.683 1.244 -5.322
26 C -3.543 2.187 -4.890
27 N -2.841 2.988 -4.030
28 C -1.580 2.583 -3.977
29 C -3.369 4.163 -3.343
30 H -0.677 -0.294 -2.907
31 H 0.363 -1.253 -3.941
32 H -1.377 -1.176 -4.278
33 H -0.230 0.310 -5.861
34 H 0.607 1.124 -4.567
35 H -2.829 0.413 -5.988
36 H -4.577 2.352 -5.128
37 H -0.785 2.953 -3.348
38 H -2.774 5.046 -3.552
39 H -3.405 3.975 -2.271
40 H -4.390 4.350 -3.663
41 C -4.283 -2.190 -1.986
42 C -3.588 -2.050 -0.653
43 C -2.271 -1.266 -0.762
44 C -1.440 -1.231 0.518
45 P -0.529 -2.706 1.032
46 C 0.446 -3.504 -0.263
47 C -0.283 -3.984 -1.500
48 C 0.448 -5.062 -2.261
49 C -0.269 -5.489 -3.517
50 C -1.644 -3.984 1.672
51 C -2.438 -3.630 2.929
52 C -3.555 -4.665 3.191
53 C -4.850 -4.339 2.482
54 C 0.590 -2.198 2.328
55 C 1.687 -1.274 1.785
56 C 3.036 -1.495 2.449
57 C 4.073 -0.450 2.079
58 H -3.612 -2.585 -2.752
59 H -4.689 -1.236 -2.332
60 H -5.141 -2.862 -1.940
61 H -3.328 -3.041 -0.269
62 H -4.231 -1.614 0.116
63 H -2.478 -0.234 -1.057
64 H -1.724 -1.720 -1.585
65 H -2.063 -0.922 1.365
66 H -0.712 -0.413 0.431
67 H 0.862 -4.392 0.229
68 H 1.290 -2.853 -0.497
69 H -0.569 -3.187 -2.200
70 H -1.311 -4.307 -1.262
71 H 0.553 -5.944 -1.614
72 H 1.487 -4.794 -2.477
73 H -0.605 -4.644 -4.118
74 H -1.137 -6.095 -3.238
75 H 0.343 -6.156 -4.120
76 H -0.865 -4.707 1.983
77 H -2.168 -4.499 0.871
78 H -2.952 -2.674 2.768
79 H -1.793 -3.520 3.798
80 H -3.697 -4.679 4.275
81 H -3.167 -5.659 2.963
82 H -4.628 -3.958 1.474
83 H -5.449 -3.592 2.989
84 H -5.371 -5.268 2.247
85 H 1.010 -3.077 2.832
86 H 0.058 -1.690 3.135
87 H 1.328 -0.259 1.975
88 H 1.843 -1.238 0.704
89 H 3.373 -2.518 2.239
90 H 2.899 -1.536 3.539
91 H 3.885 0.496 2.599
92 H 4.047 -0.201 1.016
93 H 5.072 -0.765 2.376
94 P 1.288 1.998 -0.896
95 F 1.014 1.675 0.693
96 F 2.827 2.318 -0.496
97 F 1.626 0.435 -1.104
98 F 1.568 2.354 -2.436
99 F -0.268 1.696 -1.243
100 F 0.907 3.559 -0.629

Properties
Charge: +2
2S+1: 1
LUMO (eV): -3.55
Kohn-Sham gap (eV): 11.44
M (g/mol): 619.74

These are the Mulliken partial charges, in e, on atoms 1 to 2: -0.669, 0.172

***

[5]
Formula: C3H3FN2O
Source: the OMol25 dataset
Level of theory: the ωB97M-V functional and the def2-TZVPD basis

Element x y z (Å)
1 C -1.577 -0.363 0.238
2 C -0.116 -0.120 0.016
3 C 1.765 0.742 -0.171
4 H -1.812 0.022 1.231
5 H -1.773 -1.428 0.179
6 H 2.648 1.395 -0.265
7 N 0.542 1.109 0.041
8 N 0.675 -1.137 -0.253
9 O 1.946 -0.578 -0.362
10 F -2.297 0.358 -0.654

Properties
2S+1: 1
LUMO (eV): 0.94
Kohn-Sham gap (eV): 12.10
M (g/mol): 102.07
ΔE to the lowest compared entry with this formula, charge and spin (kcal per mole): 37.5

These are the Mulliken partial charges, in e, on atoms 1 to 2: -0.176, 0.447

***

[6]
Formula: C4H5NO
Source: the OMol25 dataset
Level of theory: the ωB97M-V functional and the def2-TZVPD basis

Element x y z (Å)
1 C 1.256 -0.039 -0.728
2 C -0.054 -0.420 -0.093
3 C -0.090 -0.205 1.240
4 O -1.227 0.371 1.615
5 N -2.054 0.459 0.510
6 C -1.378 -0.040 -0.488
7 H 2.123 -0.576 -0.335
8 H 1.231 -0.072 -1.810
9 H 1.388 1.010 -0.431
10 H 0.708 -0.341 1.957
11 H -1.902 -0.146 -1.435

Properties
2S+1: 1
LUMO (eV): 0.93
Kohn-Sham gap (eV): 10.31
M (g/mol): 83.09
ΔE to the lowest compared entry with this formula, charge and spin (kcal per mole): 54.2

These are the Mulliken partial charges, in e, on atoms 1 to 2: -1.100, 0.606

***

[7]
Formula: C27H36N2O4
Source: the OMol25 dataset
Level of theory: the ωB97M-V functional and the def2-TZVPD basis

Element x y z (Å)
1 C -3.503 -1.374 0.044
2 C -2.306 -1.938 -0.793
3 C -1.200 -1.014 -1.374
4 C -1.201 0.555 -1.179
5 O -0.169 1.343 -1.772
6 C 0.437 2.262 -0.821
7 C 0.998 1.429 0.431
8 C 2.239 0.472 0.158
9 C 2.744 -0.357 1.363
10 C 2.117 -0.254 2.818
11 N 2.699 -1.096 3.831
12 C 2.084 -0.911 5.106
13 C 0.915 0.088 5.347
14 N 0.276 0.909 4.366
15 C 0.927 0.699 3.098
16 C 0.367 1.535 1.868
17 C -2.398 1.130 -0.338
18 C -3.519 0.190 0.256
19 H -4.295 -2.080 0.477
20 H -2.246 -3.059 -0.988
21 H -0.337 -1.439 -1.993
22 H -0.363 2.992 -0.447
23 H 1.331 2.830 -1.274
24 H 2.731 0.396 -0.876
25 H 3.630 -1.068 1.175
26 H 2.499 -1.524 5.985
27 H 0.502 0.156 6.425
28 H -0.505 2.279 1.954
29 H -2.437 2.272 -0.189
30 H -4.390 0.601 0.876
31 C 4.467 -5.024 1.990
32 C 3.371 -4.161 2.573
33 C 2.290 -4.267 1.515
34 O 2.429 -5.559 0.908
35 C 3.675 -6.133 1.324
36 H 5.177 -5.394 2.732
37 H 5.024 -4.458 1.235
38 H 3.017 -4.596 3.513
39 H 3.677 -3.133 2.767
40 H 2.424 -3.512 0.732
41 H 1.285 -4.162 1.931
42 H 3.453 -6.940 2.030
43 H 4.192 -6.558 0.460
44 C 5.025 5.676 -2.055
45 C 4.007 6.763 -1.796
46 C 2.775 6.212 -2.486
47 O 2.860 4.783 -2.409
48 C 4.178 4.423 -1.970
49 H 5.858 5.676 -1.349
50 H 5.433 5.784 -3.066
51 H 3.824 6.851 -0.719
52 H 4.304 7.743 -2.172
53 H 2.755 6.490 -3.545
54 H 1.847 6.551 -2.019
55 H 4.101 4.066 -0.937
56 H 4.564 3.612 -2.591
57 C -8.251 -1.208 -2.157
58 C -7.237 -0.487 -3.014
59 C -5.931 -0.868 -2.347
60 O -6.120 -2.173 -1.779
61 C -7.519 -2.490 -1.814
62 H -9.205 -1.384 -2.658
63 H -8.444 -0.632 -1.246
64 H -7.266 -0.883 -4.035
65 H -7.391 0.593 -3.063
66 H -5.685 -0.180 -1.532
67 H -5.093 -0.891 -3.048
68 H -7.670 -3.252 -2.586
69 H -7.826 -2.903 -0.850

Properties
2S+1: 1
LUMO (eV): -0.86
Kohn-Sham gap (eV): 7.32
M (g/mol): 452.59
ΔE to the lowest compared entry with this formula, charge and spin (kcal per mole): 317.6

These are the Mulliken partial charges, in e, on atoms 1 to 2: -0.395, -0.413